1.
The following is a quantum chemistry calculation of the ion C21H17BCl4NO5 with charge -1 at a distorted geometry, from the Open Molecules 2025 dataset.

The value obtained for the HOMO energy is -6.0723 eV. As for the total charge: -1. The calculation puts the frontier orbital gap at 8.43 eV. Its energy relative to the best compared isomer or geometry (same formula, charge and spin) is 163.2 kJ/mol. The value obtained for the total energy is -3107.21726 Eh.

```
49
Properties=species:S:1:pos:R:3:forces:R:3
O 0.192 0.408 8.343 -0.4 0.3 0.1
C 0.368 -0.201 4.017 -2.4 0.3 -4.7
C -2.649 -1.381 2.048 0.1 0.3 -0.2
C 2.919 -4.256 4.974 0.1 0.0 0.2
Cl -4.272 -0.303 0.195 -0.7 0.0 -0.6
H 2.979 -4.955 4.140 0.0 0.2 0.2
H -0.767 1.974 2.658 -0.2 -0.3 -0.1
H -2.089 1.016 9.342 0.0 0.0 -0.1
C 2.891 -4.749 6.286 0.0 0.2 0.0
H -2.686 1.891 1.064 0.0 -0.1 0.0
C 2.601 -0.480 5.650 1.0 -0.1 -0.3
C 2.854 -2.488 7.122 -0.1 -0.2 0.1
H -1.248 -2.201 3.502 -0.2 0.0 -0.3
H 2.742 -0.177 4.619 0.2 -0.1 0.3
C -1.589 -1.325 2.949 -0.2 0.5 -0.1
C 1.284 -0.022 6.187 0.0 3.8 4.5
C 2.890 -3.855 7.363 0.0 0.1 0.0
H -2.920 1.478 7.833 0.1 0.0 0.0
O 0.540 1.225 4.445 -0.5 -0.5 0.7
C -0.978 0.596 7.553 0.8 0.8 -0.3
H 2.884 -1.784 7.953 0.0 -0.3 -0.2
H 3.371 0.002 6.268 -0.2 -0.1 -0.2
Cl 2.042 1.751 1.989 0.2 0.0 0.0
C 2.779 -1.986 5.818 0.0 0.0 0.0
C -1.958 1.449 8.349 0.3 -0.2 -0.2
B 1.962 -0.118 2.029 -0.3 0.1 -0.1
C -3.016 -0.223 1.349 1.0 0.0 1.2
N 2.855 -7.315 6.774 0.1 2.3 -0.4
H 2.919 -4.224 8.388 0.0 0.0 -0.3
H 0.170 -0.923 4.830 0.4 0.8 -0.6
O 1.407 -0.645 3.267 0.3 -0.1 -0.2
O 2.414 0.373 8.274 -1.0 -0.6 0.3
H -3.169 -2.314 1.854 0.0 0.1 0.0
C 2.883 -6.167 6.548 -0.1 -2.1 0.3
C 0.487 1.071 5.757 2.0 -4.7 -0.1
H 2.941 -2.499 3.727 -0.2 -0.1 0.3
Cl 0.962 -0.670 0.544 0.0 -0.2 0.0
C -2.383 0.999 1.601 0.2 -0.4 0.1
C -0.921 -0.122 3.155 0.5 -0.2 0.2
Cl 3.716 -0.799 1.875 -0.2 0.0 0.1
C 1.371 0.203 7.673 0.9 0.4 -0.4
C -1.314 1.045 2.499 -0.3 -0.3 -0.1
H -1.563 2.462 8.449 0.0 -0.2 0.0
H -0.835 -1.319 6.514 -0.2 0.2 0.2
C -1.553 -0.726 7.091 -0.2 -0.1 -0.2
O -0.593 1.459 6.395 -1.0 0.4 1.0
C 2.881 -2.882 4.745 -0.1 0.0 0.0
H -1.816 -1.308 7.980 0.0 0.1 -0.1
H -2.463 -0.550 6.504 0.2 -0.1 0.1
```
Forces are in eV/Å.

---

2.
The following is a quantum chemistry calculation of the molecule C4H9F3N2O at a distorted geometry, from the Open Molecules 2025 dataset.

Its SMILES is CN(C)[C@](N)(O)C(F)(F)F. The value obtained for the HOMO energy is -8.7338 eV. As for the total charge: 0. The calculation puts the frontier orbital gap at 9.44 eV. Its energy relative to the best compared isomer or geometry (same formula, charge and spin) is 139.7 kJ/mol. The value obtained for the total energy is -642.11458 Eh.

```
19
Properties=species:S:1:pos:R:3:forces:R:3
H -1.475 0.615 -1.811 -0.3 0.6 0.3
H -1.747 0.900 1.780 -0.7 0.6 -0.9
H -0.325 0.277 2.066 0.6 -0.6 0.2
H -1.881 1.811 -0.566 -0.6 0.0 0.6
O 0.408 -1.860 0.415 -0.9 -0.2 1.3
C -1.160 0.067 1.417 -0.6 0.8 1.0
N -0.786 0.107 0.004 0.3 -1.4 1.9
F 2.863 -0.649 0.215 -0.4 0.4 0.1
F 2.083 1.326 -0.286 -0.1 -0.4 -0.2
C 1.792 0.151 0.309 -1.4 -0.6 -0.2
C -1.127 1.123 -0.884 0.9 1.9 -3.9
H -0.306 1.892 -1.381 -1.1 -1.8 1.8
N 0.664 -0.978 -1.628 0.2 0.3 -0.4
H 0.286 -1.856 -1.942 -0.2 0.0 0.0
F 1.620 0.473 1.638 0.5 -0.4 -0.6
C 0.368 -0.670 -0.304 2.5 0.7 2.5
H -1.746 -0.788 1.851 0.6 0.2 -1.1
H 0.003 -1.745 1.324 0.8 -0.1 -1.7
H 0.466 -0.196 -2.218 0.0 0.1 -0.7
```
Forces are in eV/Å.

---

3.
The following is a quantum chemistry calculation of a structure of composition C28H24N5O7PRe at a distorted geometry, from the Open Molecules 2025 dataset.

The value obtained for the HOMO energy (spin up / spin down) is -7.6070 / -7.5959 eV. As for the expectation value of S²: 0.78. As for the total charge: 0. The spin multiplicity is 2. The calculation puts the frontier orbital gap (spin up / spin down) at 4.18 / 4.68 eV. Its energy relative to the best compared isomer or geometry (same formula, charge and spin) is 4.1 kJ/mol. The value obtained for the total energy is -2301.56881 Eh.

```
66
Properties=species:S:1:pos:R:3:forces:R:3
H 2.223 2.305 1.709 0.0 0.1 0.1
H 2.649 -1.361 -0.696 -0.1 0.0 0.0
H -1.042 3.573 2.440 -0.1 -0.3 -0.2
C 0.619 3.970 -1.111 -0.2 0.6 0.3
C 0.627 -3.536 2.844 0.0 -0.1 0.0
H 0.936 -3.869 3.823 0.0 0.0 0.1
C -4.504 0.236 -1.396 1.2 0.6 0.0
C 2.901 1.474 1.854 -0.1 -0.2 -0.1
N 1.818 -0.803 -0.834 -0.2 0.3 -0.2
C 0.817 -2.216 2.479 -0.1 0.1 0.0
C 1.313 -0.866 -2.070 0.6 -0.3 0.3
H 2.855 -2.154 -2.811 0.0 -0.1 0.0
N -0.573 2.747 0.587 -0.1 -3.0 -1.2
C -1.068 2.607 1.925 -0.2 -0.4 1.1
C -0.319 -0.236 -3.587 -0.5 -0.1 -1.2
O -1.623 2.233 -2.278 3.5 0.4 0.5
H 1.871 -2.302 -5.093 0.0 -0.1 -0.1
H 4.385 2.647 2.842 0.0 0.1 0.1
O 0.008 1.887 3.941 -0.1 0.1 0.1
H 5.876 0.729 3.270 0.1 0.1 0.1
O -3.582 2.098 -3.326 0.6 0.2 0.2
P 0.902 -0.103 0.663 0.3 -0.7 -0.1
C 4.588 -0.681 2.315 0.0 0.0 0.0
H 1.242 -1.509 3.176 0.0 0.0 0.1
H -1.863 -0.718 1.187 0.0 0.0 -0.1
N -2.281 0.376 -0.512 1.0 0.3 0.2
H -5.219 0.587 -2.124 -0.1 -0.1 0.0
C 0.043 -4.425 1.956 0.0 0.0 -0.1
C -6.304 -1.367 -0.440 2.6 1.0 0.2
C 0.468 -1.791 1.202 -0.2 0.1 0.0
H 5.229 -1.530 2.508 0.1 0.0 0.0
H -0.448 -2.340 -0.660 0.0 -0.1 -0.1
C -2.622 -0.482 0.453 -0.5 -0.9 0.8
H -0.183 4.149 -1.836 0.1 -0.1 0.1
O 0.015 4.920 1.017 -0.1 -0.7 -0.5
C 3.389 -0.869 1.654 0.0 0.1 -0.1
Re -0.404 1.266 -0.815 -2.3 2.7 0.5
C -0.008 3.943 0.292 1.1 2.1 -0.6
C 4.948 0.586 2.743 0.0 0.0 0.0
C -4.821 -0.689 -0.423 -1.7 -0.8 0.0
H -0.094 -5.458 2.238 -0.1 -0.1 0.0
C -2.801 1.796 -2.451 -2.9 -1.8 0.3
C 2.533 0.207 1.426 -0.2 0.2 0.0
H 1.470 2.584 -2.367 0.0 -0.1 0.2
H 2.079 2.555 -0.829 -0.1 -0.1 -0.3
O -7.145 -0.589 -0.825 -1.5 0.8 -0.5
H -4.100 -1.779 1.289 -0.1 -0.1 0.0
C -3.877 -1.059 0.519 0.9 0.6 -0.1
O 0.093 0.491 2.234 0.2 -0.7 -0.6
H 1.344 4.786 -1.171 -0.1 -0.1 0.1
H -2.091 2.210 1.913 0.1 0.1 -0.1
C -3.216 0.741 -1.402 -0.9 0.7 -1.3
C -0.143 -2.677 0.323 0.1 0.1 0.0
H -0.237 -1.038 -5.563 -0.1 0.1 0.0
H -1.203 0.353 -3.780 0.0 0.0 0.0
H 3.105 -1.867 1.349 0.0 0.0 0.0
H -0.850 -4.664 0.019 -0.1 -0.1 0.0
C 4.110 1.662 2.503 0.0 0.1 0.0
C 1.399 -1.711 -4.323 0.2 0.1 0.4
O -6.224 -2.522 -0.077 -0.5 -1.7 0.5
C -0.236 1.616 2.795 -0.2 0.9 -0.1
C 1.943 -1.638 -3.070 -0.1 -0.1 -0.3
C -0.365 -3.987 0.705 -0.1 -0.1 0.0
N 1.222 2.653 -1.379 0.1 -0.4 -0.1
C 0.226 -1.000 -4.590 -0.3 0.3 0.3
N 0.196 -0.151 -2.350 0.6 0.4 1.1
```
Forces are in eV/Å.

---

4.
The following is a quantum chemistry calculation of a structure of composition C43H41N10O2S3Zr at a distorted geometry, from the Open Molecules 2025 dataset.

The value obtained for the HOMO energy is -9.5197 eV. As for the total charge: +1. The calculation puts the frontier orbital gap at 6.85 eV. The value obtained for the total energy is -3602.64595 Eh.

```
100
Properties=species:S:1:pos:R:3:forces:R:3
C -0.816 -2.902 4.865 0.0 0.2 -0.2
H -0.821 2.637 -4.193 0.0 0.0 0.0
H 1.515 1.878 -2.337 -0.1 0.0 0.0
H 1.204 -2.064 4.962 0.0 0.0 0.0
C 8.754 1.027 -1.310 0.0 0.0 0.0
H -2.457 0.729 -3.642 0.0 0.0 0.0
C -3.832 1.266 -1.318 0.1 0.2 -0.1
C -2.918 -2.038 3.521 0.0 0.0 0.1
C -4.362 1.134 0.017 0.0 0.1 0.3
H -2.949 -3.023 5.314 0.0 0.0 0.0
C 0.435 -1.007 -2.451 0.2 0.0 -0.1
H -3.997 -2.176 3.523 0.0 0.0 0.1
N 0.737 0.779 1.213 -0.3 0.3 0.4
C -3.058 -1.617 1.088 0.4 -0.3 0.4
H -0.163 -4.628 1.847 0.0 0.0 0.0
H 0.029 -1.205 5.984 0.0 0.0 0.0
C -0.553 3.167 -2.116 -0.1 -0.1 -0.2
H -4.137 -3.236 -5.683 0.0 0.0 0.0
C 8.189 2.014 -2.100 0.0 0.0 0.0
H -0.353 -4.923 4.157 0.0 0.0 -0.1
H -5.959 1.122 3.527 0.0 0.0 0.0
H -3.840 -2.359 0.967 0.0 0.0 0.0
H -1.770 0.738 4.201 -0.1 0.0 0.0
C -5.688 0.722 0.195 0.2 0.0 -0.1
C -0.431 -3.904 3.791 0.1 0.0 0.0
H -0.589 2.838 2.030 -0.1 0.1 0.1
C -2.467 -1.378 2.292 -0.4 0.1 -0.1
C 0.178 -1.698 5.024 -0.2 0.0 0.0
C -3.191 -2.935 -5.254 -0.1 0.0 0.1
C 1.331 2.006 1.747 0.0 0.1 -0.2
H -3.641 1.918 3.232 0.0 0.0 0.0
C -2.310 1.627 -3.034 0.1 0.0 -0.2
N 0.428 -1.711 -3.586 -0.1 0.0 0.1
C 6.024 1.479 -1.209 0.0 0.0 0.2
H 0.117 3.943 -2.504 0.0 0.0 0.1
H -0.190 1.336 -3.198 0.1 0.0 -0.1
H 8.812 2.610 -2.754 0.0 0.0 0.0
C -0.774 -2.147 -4.166 -0.4 0.0 0.0
C 1.470 2.194 -1.296 0.1 0.0 -0.1
C 0.348 3.155 1.583 0.2 -0.2 -0.2
H 1.932 -0.282 2.579 -0.2 0.2 0.2
H 6.370 2.992 -2.678 0.0 0.0 0.0
C 6.602 0.503 -0.400 0.0 0.2 -0.2
C -0.074 -1.172 2.436 0.1 -0.1 0.1
C -2.014 -3.094 -5.979 0.1 0.0 0.0
H -0.869 4.100 0.126 0.0 0.0 -0.1
H -4.058 -2.269 -3.395 0.0 0.0 0.0
N -0.615 -0.763 -1.734 -0.4 -0.1 -0.2
C -0.300 -3.748 2.464 0.0 -0.4 0.2
C -1.150 0.051 3.647 0.4 0.1 0.1
C -4.206 1.542 2.388 0.3 0.1 0.0
C -3.579 1.504 1.135 -1.0 0.3 0.0
N -2.490 -1.057 0.007 -0.2 0.1 -0.3
C -0.803 -2.703 -5.436 0.1 0.0 -0.1
N -1.361 -0.364 2.256 -0.4 -1.1 -0.4
H 1.861 1.390 -0.678 0.0 0.0 0.0
C 1.143 -0.397 1.832 0.6 -0.9 -0.7
O -0.415 -2.376 0.519 0.4 -0.4 0.5
N -2.768 -1.579 -1.226 -0.1 -0.5 -0.3
H -7.260 0.303 1.582 0.0 0.1 0.0
N 0.072 2.539 -0.922 0.1 0.1 0.1
S 2.094 -1.541 0.545 -0.2 0.0 0.4
C 3.708 -0.989 0.879 0.5 0.0 0.6
C -6.249 0.662 1.451 -0.1 0.0 0.1
C -1.827 -1.425 -2.085 -0.3 -0.3 0.4
C -3.159 -2.388 -3.984 0.1 0.0 0.0
H 0.699 4.028 2.136 0.0 0.0 0.0
S 7.355 -0.445 2.659 0.1 0.1 0.0
N -2.588 1.332 -1.626 -0.4 -0.2 0.1
C -1.949 -1.983 -3.428 0.3 0.0 -0.2
H 9.819 0.843 -1.351 0.0 0.0 0.0
H 0.116 -2.826 -5.996 0.0 0.0 0.0
H -3.020 2.375 -3.396 0.0 0.0 0.0
C -2.285 -2.582 4.578 -0.2 0.0 0.2
H 0.859 4.332 -0.147 -0.1 0.0 -0.1
H 1.393 -0.615 -2.130 0.0 0.0 0.0
C -0.193 -0.839 3.898 -0.1 0.1 -0.1
H 2.288 2.251 1.266 0.0 -0.1 0.0
N 4.470 -0.447 0.007 -0.2 0.1 -0.4
C 6.820 2.230 -2.056 0.0 0.0 0.0
N 5.736 -0.236 0.469 0.0 -0.2 0.3
H -2.042 -3.519 -6.972 0.0 0.0 0.0
H 8.411 -0.517 0.135 0.0 0.0 0.1
C 5.995 -0.600 1.771 -0.2 0.0 0.0
C -5.506 1.107 2.544 -0.1 0.0 -0.1
C 0.096 3.596 0.137 0.1 0.1 0.3
C -0.895 2.162 -3.214 -0.2 0.1 0.2
Zr -1.094 0.515 0.143 1.3 1.4 -0.4
H -4.590 1.364 -2.102 0.1 0.0 -0.1
H -6.259 0.432 -0.680 0.0 0.0 0.0
H 2.117 3.072 -1.200 0.0 0.0 0.0
H -1.470 3.662 -1.798 0.0 0.0 0.1
H 4.957 1.638 -1.161 0.0 0.0 0.0
H 1.295 -1.912 -4.057 0.1 0.1 0.0
C -0.334 -2.495 1.741 0.4 0.3 -0.2
O -2.306 1.844 0.987 -0.5 0.5 0.3
C 7.968 0.261 -0.462 -0.2 -0.1 0.0
H 1.539 1.882 2.815 0.0 -0.1 0.0
S 4.504 -1.292 2.417 0.2 0.1 -0.5
H -0.797 -3.430 5.817 0.0 -0.1 0.0
```
Forces are in eV/Å.

---

5.
The following is a quantum chemistry calculation of a structure of composition C17H11N5O6V at a distorted geometry, from the Open Molecules 2025 dataset.

The value obtained for the HOMO energy is -19.4958 eV. As for the total charge: +3. The calculation puts the frontier orbital gap at 6.10 eV. Its energy relative to the best compared isomer or geometry (same formula, charge and spin) is 128.2 kJ/mol. The value obtained for the total energy is -2322.58813 Eh.

```
40
Properties=species:S:1:pos:R:3:forces:R:3
H 1.520 -3.854 -2.819 0.0 0.0 0.0
O 1.462 1.063 5.337 0.0 0.0 0.0
H 3.325 3.257 2.132 0.0 0.0 0.0
C -3.535 1.810 -1.473 -0.1 0.0 -0.1
N -1.676 1.195 -0.096 0.1 0.0 -0.1
H 3.515 3.231 4.709 0.0 0.0 0.0
N 1.129 1.065 1.226 0.0 0.0 0.6
H 2.439 -1.446 1.358 0.0 0.0 0.0
O -0.252 -0.601 4.066 -0.4 -0.4 -0.1
H 3.494 -4.540 -1.409 0.0 0.0 0.0
H 3.926 -3.303 0.720 0.0 0.0 0.0
C -3.874 2.810 -0.569 0.0 0.0 0.0
C 1.101 0.922 2.581 -0.3 -0.3 -0.3
C 2.271 -1.994 0.441 -0.1 0.1 0.0
C -3.104 2.976 0.578 0.0 0.0 0.0
H -3.346 3.735 1.309 0.0 0.0 0.0
O -0.679 -0.823 1.477 -0.7 -0.7 0.5
N 1.228 -1.618 -0.331 0.0 0.1 -0.1
C 0.224 -0.039 3.234 1.0 1.0 0.8
N 2.036 2.019 1.026 -0.1 -0.1 -0.2
C 1.988 1.785 3.218 0.1 0.2 0.0
C 2.573 2.478 2.156 0.0 0.0 0.1
C 0.987 -2.306 -1.464 0.0 0.1 0.2
H 2.260 2.329 0.084 0.0 0.0 0.0
C -2.018 2.155 0.789 0.1 0.0 0.0
N -0.872 -0.782 -1.403 -0.3 -0.2 -0.5
C 1.774 -3.344 -1.898 0.0 -0.1 -0.1
C -2.444 1.026 -1.190 0.1 0.0 0.2
H -1.404 2.265 1.673 0.0 0.0 0.0
C 2.149 1.825 4.724 0.1 0.1 0.2
O 2.998 2.653 5.286 -0.1 -0.1 -0.1
O -0.626 -2.284 -3.202 -0.1 0.0 0.0
C 2.857 -3.717 -1.111 0.0 0.0 0.0
C 3.100 -3.032 0.076 0.0 0.0 0.0
O -2.511 -0.430 -3.060 0.0 -0.1 0.0
H -4.736 3.440 -0.747 0.0 0.0 0.0
C -2.020 -0.126 -2.036 0.0 0.1 0.0
C -0.244 -1.858 -2.174 0.1 0.0 0.0
H -4.109 1.616 -2.371 0.0 0.0 0.0
V -0.164 -0.182 0.170 0.3 0.4 -0.9
```
Forces are in eV/Å.